44
Properties=species:S:1:pos:R:3 method="wB97M-V/def2-TZVPD" e_tot_ev=-286056.102 smiles=ClC(Cl)(Cl)Cl.ClC(Cl)(Cl)Cl.ClC(Cl)(Cl)Cl.ClC(Cl)(Cl)Cl.ClCCCl.ClCCCl.ClCCCl e_homo_ev=-10.518 orbital_gap_ev=10.07
C -1.69 -1.79 -5.37
Cl -2.83 -2.97 -4.67
Cl -2.54 -0.77 -6.56
Cl -1.05 -0.73 -4.03
Cl -0.36 -2.64 -6.23
C 4.38 -4.67 -0.12
Cl 5.92 -4.37 0.77
Cl 3.67 -3.12 -0.68
Cl 4.69 -5.75 -1.48
Cl 3.18 -5.49 1.01
C -2.08 2.33 7.24
Cl -3.12 1.02 7.77
Cl -1.45 1.94 5.64
Cl -2.96 3.92 7.11
Cl -0.76 2.46 8.37
C 7.18 2.82 -0.86
Cl 6.74 2.78 -2.58
Cl 6.71 1.23 -0.08
Cl 8.98 3.10 -0.65
Cl 6.20 4.14 -0.11
Cl -3.53 4.14 -4.18
C -2.79 4.28 -2.56
C -3.72 5.17 -1.66
Cl -5.46 4.56 -1.76
H -1.75 4.54 -2.71
H -2.82 3.29 -2.09
H -3.66 6.16 -2.13
H -3.38 5.25 -0.63
Cl 0.59 3.17 0.64
C 1.58 1.69 0.32
C 1.17 0.62 1.35
Cl -0.42 -0.01 0.97
H 2.63 1.98 0.31
H 1.42 1.30 -0.68
H 1.11 0.97 2.38
H 1.87 -0.21 1.45
Cl -4.27 -5.12 2.14
C -3.34 -4.69 0.60
C -1.94 -5.15 0.81
Cl -2.06 -6.94 0.92
H -3.36 -3.60 0.53
H -3.85 -5.21 -0.22
H -1.57 -4.77 1.76
H -1.26 -4.86 0.00



29
Properties=species:S:1:pos:R:3 method="wB97M-V/def2-TZVPD" e_tot_ev=-43602.618 smiles="Cc1c(Cl)cccc1N(CC(=O)O)S(C)(=O)=O" e_homo_ev=-9.242 de_lowest_ev=0.0000 orbital_gap_ev=9.59
C 0.76 -1.78 -0.53
C 1.25 -0.55 0.17
C 2.53 -0.48 0.71
C 3.00 0.65 1.35
C 2.17 1.75 1.48
C 0.88 1.70 0.97
C 0.43 0.57 0.31
N -0.90 0.50 -0.19
S -2.01 -0.27 0.82
O -1.30 -0.88 1.89
O -3.07 0.66 1.11
C -2.72 -1.57 -0.24
H -2.12 -2.46 -0.13
H -3.73 -1.73 0.11
H -2.71 -1.21 -1.26
C -1.41 1.58 -0.99
H -0.90 2.53 -0.80
H -2.47 1.71 -0.72
C -1.33 1.30 -2.48
O -1.23 2.15 -3.32
O -1.40 0.00 -2.78
H -1.33 -0.12 -3.74
H 0.22 2.55 1.10
H 2.51 2.63 1.99
H 4.00 0.67 1.75
Cl 3.59 -1.84 0.58
H -0.01 -1.52 -1.25
H 0.34 -2.47 0.21
H 1.58 -2.29 -1.03



38
Properties=species:S:1:pos:R:3 method="wB97M-V/def2-TZVPD" e_tot_ev=-56281.405 charge=+1 e_homo_ev=-13.435 de_lowest_ev=0.0000 orbital_gap_ev=9.57
O -1.84 -2.25 5.64
C -1.91 -1.63 4.64
O -3.01 -0.94 4.30
C -0.74 -1.51 3.66
C -0.12 -0.17 3.79
N -0.28 0.59 4.84
N 0.40 1.71 4.56
C 0.98 1.65 3.39
N 0.68 0.46 2.85
P 1.38 0.13 1.18
O 0.16 0.70 0.29
I 1.06 -2.21 0.76
H -3.03 -0.75 3.35
H -1.12 -1.62 2.65
H -0.03 -2.30 3.87
H 0.43 2.49 5.21
H 1.59 2.42 2.94
H 0.34 1.63 0.13
C 3.16 -1.57 -4.42
C 3.35 -2.53 -3.26
O 3.43 -1.64 -2.15
C 2.73 -0.52 -2.46
O 2.38 0.29 -1.67
O 2.46 -0.48 -3.78
F 4.49 -3.24 -3.35
H 4.12 -1.22 -4.80
H 2.57 -1.97 -5.23
H 2.51 -3.22 -3.11
C -1.70 1.81 -2.77
C -2.54 2.34 -1.63
O -3.85 2.04 -2.04
C -3.79 0.94 -2.85
O -4.71 0.28 -3.17
O -2.50 0.72 -3.23
F -2.40 3.68 -1.47
H -1.59 2.54 -3.56
H -0.72 1.46 -2.45
H -2.35 1.86 -0.66



34
Properties=species:S:1:pos:R:3 method="wB97M-V/def2-TZVPD" e_tot_ev=-51504.009 charge=-1 e_homo_ev=-4.261 orbital_gap_ev=6.34
N 3.31 -1.62 -0.47
P 2.17 -1.30 -1.49
O 1.59 0.17 -1.43
O 2.69 -1.44 -2.99
C 0.84 -2.51 -1.25
C 1.20 -3.82 -1.14
C 0.24 -4.83 -0.89
C -1.07 -4.50 -0.75
C -1.47 -3.15 -0.86
N -2.72 -2.66 -0.72
S -2.61 -1.09 -0.90
N -1.05 -0.91 -1.17
C -0.53 -2.13 -1.12
H 3.52 -0.84 0.13
H 1.36 0.37 -0.50
H 3.42 -2.06 -2.98
H 2.24 -4.11 -1.23
H 0.56 -5.85 -0.79
H -1.80 -5.27 -0.55
C -0.78 4.60 2.50
C -1.55 4.41 1.20
O -0.90 3.63 0.22
C -1.01 2.17 0.31
O -2.22 1.73 0.50
C -0.01 1.60 1.36
F 1.19 2.26 1.37
F 0.32 0.31 1.05
F -0.43 1.56 2.63
H 0.28 4.77 2.30
H -1.17 5.47 3.04
H -0.87 3.74 3.16
H -1.66 5.39 0.73
H -2.56 4.03 1.39
H -0.51 1.88 -0.64



24
Properties=species:S:1:pos:R:3 method="wB97M-V/def2-TZVPD" e_tot_ev=-14771.074 smiles=CC1(C)Nc2ccccc2[C@@H]1F e_homo_ev=-7.918 de_lowest_ev=0.6786 orbital_gap_ev=8.75
C -0.84 2.82 1.40
C 0.19 3.21 0.59
C -1.19 1.47 1.60
C 0.88 2.27 -0.15
C -0.48 0.51 0.92
C 0.57 0.94 0.06
C -0.73 -0.94 0.79
C 0.28 -1.30 -0.48
C -0.60 -1.50 -1.79
C 1.07 -2.58 -0.28
N 1.11 -0.16 -0.63
F -0.38 -1.70 1.90
H -1.46 3.53 1.80
H 0.53 4.30 0.53
H -2.05 1.23 2.20
H 1.70 2.45 -0.75
H -1.70 -1.32 0.62
H 0.13 -1.13 -2.70
H -1.39 -0.85 -1.77
H -0.96 -2.48 -1.83
H 1.82 -2.59 -1.19
H 0.35 -3.48 -0.10
H 1.59 -2.61 0.79
H 1.58 -0.08 -1.52



28
Properties=species:S:1:pos:R:3 method="wB97M-V/def2-TZVPD" e_tot_ev=-30759.457 smiles="O=C1CC[C@@H](P(O)O)O1.Fc1ccccc1" e_homo_ev=-8.860 de_lowest_ev=0.0000 orbital_gap_ev=9.19
O 4.04 -0.94 -2.85
C 3.35 0.08 -2.77
C 3.55 1.41 -1.87
C 2.04 1.66 -1.31
C 1.19 0.70 -2.33
P -0.58 1.26 -2.72
O -0.82 2.92 -2.33
O -1.54 0.43 -1.53
O 2.10 0.40 -3.44
H 4.29 1.36 -1.01
H 3.64 2.27 -2.63
H 1.71 2.74 -1.46
H 1.85 1.15 -0.32
H 1.09 -0.34 -1.83
H -0.48 3.45 -3.09
H -0.92 -0.05 -0.93
F 0.64 -1.78 2.50
C -0.70 -1.66 2.60
C -1.23 -0.75 3.49
C -2.62 -0.62 3.59
C -3.44 -1.42 2.81
C -2.89 -2.34 1.92
C -1.51 -2.46 1.81
H -0.57 -0.14 4.10
H -3.05 0.10 4.28
H -4.52 -1.33 2.89
H -3.54 -2.96 1.31
H -1.07 -3.16 1.12



32
Properties=species:S:1:pos:R:3 method="wB97M-V/def2-TZVPD" e_tot_ev=-56970.523 spin_multiplicity=6 e_homo_ev="-7.336 / -7.785" de_lowest_ev=0.0616 orbital_gap_ev="6.93 / 7.38"
Mn -0.03 -0.06 0.07
N 2.22 -0.51 0.22
C 2.34 -0.79 1.68
C 1.59 0.31 2.46
O 2.19 0.91 3.35
N 0.36 0.50 1.99
C -0.32 1.74 2.31
C -0.95 2.35 1.04
O -1.85 3.17 1.15
O -0.49 1.91 -0.10
H 2.68 0.37 0.02
H 2.70 -1.22 -0.33
H 1.90 -1.77 1.87
H 3.38 -0.80 2.00
H -1.12 1.60 3.04
H 0.38 2.47 2.74
N -4.03 -1.71 -0.17
C -4.49 -0.42 -0.03
C -3.39 0.38 0.01
N -2.27 -0.41 -0.11
C -2.68 -1.65 -0.21
C -1.68 -2.69 -0.34
N -0.40 -2.37 -0.39
C 0.29 -3.56 -0.50
C -0.59 -4.60 -0.51
N -1.84 -4.03 -0.41
H -4.60 -2.53 -0.24
H -5.54 -0.20 0.03
H -3.30 1.45 0.13
H 1.36 -3.59 -0.55
H -0.44 -5.66 -0.57
H -2.71 -4.54 -0.38



32
Properties=species:S:1:pos:R:3 method="wB97M-V/def2-TZVPD" e_tot_ev=-56970.522 spin_multiplicity=6 e_homo_ev="-6.984 / -7.540" de_lowest_ev=0.0626 orbital_gap_ev="6.36 / 6.92"
Mn 0.16 -0.80 0.20
N 2.36 0.28 0.37
C 2.40 0.69 1.79
C 1.81 -0.40 2.69
O 2.34 -0.63 3.78
N 0.74 -0.98 2.14
C 0.18 -2.16 2.77
C -0.44 -3.10 1.72
O -0.88 -4.18 2.06
O -0.47 -2.63 0.50
H 3.07 -0.43 0.21
H 2.59 1.05 -0.24
H 1.79 1.59 1.90
H 3.41 0.91 2.15
H -0.62 -1.91 3.48
H 0.93 -2.71 3.34
N -2.31 2.30 -1.24
C -2.68 2.62 0.05
C -2.02 1.74 0.85
N -1.27 0.89 0.08
C -1.47 1.25 -1.17
C -0.78 0.54 -2.24
N 0.15 -0.34 -1.96
C 0.56 -0.87 -3.15
C -0.13 -0.29 -4.17
N -0.98 0.62 -3.57
H -2.63 2.77 -2.07
H -3.36 3.42 0.27
H -2.03 1.65 1.92
H 1.32 -1.63 -3.20
H -0.10 -0.43 -5.23
H -1.66 1.18 -4.04



24
Properties=species:S:1:pos:R:3 method="wB97M-V/def2-TZVPD" e_tot_ev=-13542.381 smiles="C[C@@H](C1C=CC=C1)n1ccnc1" e_homo_ev=-8.594 de_lowest_ev=2.4201 orbital_gap_ev=9.44
C -3.12 -0.64 0.83
C -1.97 0.12 1.02
C -2.01 -0.66 -1.02
C 3.04 -0.87 -0.24
C 2.13 -2.01 -0.03
C 2.47 0.27 0.07
C 0.94 -1.49 0.29
C 1.01 0.03 0.34
C -0.22 2.31 -0.35
C -0.05 0.76 -0.47
N -3.14 -1.07 -0.43
N -1.29 0.12 -0.17
H -3.88 -0.67 1.70
H -1.82 0.66 1.90
H -1.70 -0.95 -2.06
H 4.13 -0.92 -0.60
H 2.47 -3.09 -0.10
H 2.83 1.24 0.07
H 0.02 -1.95 0.27
H 0.98 0.36 1.44
H 0.67 2.85 0.17
H -1.20 2.35 0.16
H -0.28 2.79 -1.33
H -0.01 0.47 -1.46



25
Properties=species:S:1:pos:R:3 method="wB97M-V/def2-TZVPD" e_tot_ev=-15586.004 e_homo_ev=-8.622 de_lowest_ev=7.1062 orbital_gap_ev=9.23
C 3.29 -0.30 0.05
C 1.20 0.46 -0.52
C 0.68 1.70 -0.20
C -0.78 1.74 0.22
C -1.48 0.63 -0.11
C -2.94 0.57 0.58
C -3.45 -0.67 -0.24
C -2.10 -1.42 -0.37
C -1.00 -0.53 -0.57
C 0.36 -0.74 -0.33
H 4.70 0.72 -0.92
H 5.30 -0.07 0.50
H 3.69 -1.74 1.21
H 1.06 2.68 0.05
H -1.34 2.71 0.35
H -3.56 1.66 0.61
H -2.96 0.46 1.60
H -4.40 -0.99 0.35
H -3.43 -0.36 -1.41
H -2.21 -2.30 -1.28
H -1.60 -1.95 0.67
H 0.84 -1.67 -0.36
N 4.65 -0.04 -0.39
N 2.98 -0.96 1.24
O 2.48 0.39 -0.72



25
Properties=species:S:1:pos:R:3 method="wB97M-V/def2-TZVPD" e_tot_ev=-15585.510 e_homo_ev=-9.559 de_lowest_ev=7.6001 orbital_gap_ev=9.59
C -2.10 0.76 -2.20
C -1.25 0.74 -1.33
C -1.65 -0.98 1.03
C -0.95 1.11 2.35
C 0.15 0.18 2.36
C -0.78 0.22 1.12
C 2.24 -0.63 -0.52
C 0.33 -2.17 -1.18
C 0.97 -1.05 -1.33
C -0.40 0.82 -0.21
N -2.43 -1.83 1.05
N 0.48 1.77 -0.15
O 0.77 2.35 -1.32
H -2.53 0.81 -3.17
H -1.78 0.92 3.15
H -0.78 2.15 2.12
H 1.16 0.55 2.41
H 0.06 -0.72 2.91
H 3.07 -0.45 -1.24
H 2.16 0.17 0.19
H 2.57 -1.49 0.01
H 0.78 -2.88 -0.49
H -0.57 -2.44 -1.68
H -0.03 2.56 -1.80
H 0.52 -0.44 -2.08



27
Properties=species:S:1:pos:R:3 method="wB97M-V/def2-TZVPD" e_tot_ev=-28471.317 smiles="CS(=O)(=O)[C@]1(n2cccn2)C=CC=CC1" e_homo_ev=-9.141 de_lowest_ev=1.5716 orbital_gap_ev=9.18
C -2.84 1.00 -0.87
C -2.80 0.93 0.50
C -1.61 0.57 -1.30
C 2.22 2.02 -0.27
C 1.97 1.22 -1.44
C 1.84 1.56 0.96
C 1.18 0.15 -1.48
C 1.16 0.21 1.19
C 0.39 -0.25 -0.20
C -0.57 -2.37 1.43
N -1.64 0.48 0.85
N -0.89 0.34 -0.23
O 1.57 -2.72 -0.07
O -0.52 -2.51 -1.16
S 0.29 -2.04 -0.10
H -3.52 1.61 -1.63
H -3.65 1.04 1.26
H -1.05 0.60 -2.26
H 2.65 2.97 -0.29
H 2.35 1.60 -2.42
H 1.87 2.15 1.79
H 1.22 -0.60 -2.35
H 1.96 -0.62 1.24
H 0.47 -0.02 1.96
H -1.31 -1.61 1.41
H -0.82 -3.45 1.29
H 0.09 -2.29 2.22



31
Properties=species:S:1:pos:R:3 method="wB97M-V/def2-TZVPD" e_tot_ev=-29055.966 spin_multiplicity=3 charge=+2 e_homo_ev="-15.248 / -15.272" orbital_gap_ev="7.24 / 5.34"
O -0.01 -0.01 -5.80
C 0.00 -0.01 -4.65
Pt 0.00 -0.01 -2.68
O 1.94 -2.52 -2.43
C 1.24 -1.63 -2.45
C -1.25 1.60 -2.47
O -1.96 2.50 -2.42
C -1.59 -1.28 -2.47
O -2.51 -1.99 -2.43
C 1.58 1.26 -2.47
O 2.50 1.98 -2.44
C 2.38 -0.18 0.56
N 1.24 -0.09 1.46
C 1.54 -0.12 2.88
C 0.00 0.00 0.89
O -0.07 0.00 -0.36
N -1.19 0.10 1.54
C -1.53 0.13 2.96
C -2.36 0.18 0.69
H 3.28 -0.27 1.18
H 2.48 0.71 -0.07
H 2.32 -1.04 -0.10
H 1.19 0.81 3.37
H 1.05 -0.98 3.36
H 2.63 -0.21 2.98
H -2.08 1.07 3.19
H -2.21 -0.71 3.20
H -0.62 0.07 3.56
H -2.31 1.05 0.03
H -2.45 -0.70 0.06
H -3.24 0.26 1.34



27
Properties=species:S:1:pos:R:3 method="wB97M-V/def2-TZVPD" e_tot_ev=-19126.766 charge=-1 e_homo_ev=-3.332 de_lowest_ev=4.7417 orbital_gap_ev=6.64
C 2.17 -1.19 -0.29
C 0.90 -1.60 -0.10
C 1.34 1.13 -0.60
C 0.02 0.62 -0.58
C 2.40 0.24 -0.32
C -0.20 -0.70 -0.25
C -1.03 1.64 -0.50
C 3.87 0.80 -0.36
C -1.88 -1.67 1.20
C -3.47 1.69 -0.46
N -1.46 -1.20 -0.08
N -2.25 1.21 -0.87
N -2.45 -0.74 -0.94
O -3.61 -0.87 -0.40
O -0.85 2.81 -0.14
H 2.85 -1.94 0.05
H 0.74 -2.66 0.07
H 1.41 2.21 -0.68
H 4.70 0.22 0.01
H 4.11 1.12 -1.35
H 3.99 1.71 0.28
H -1.83 -0.80 1.83
H -2.96 -1.89 0.99
H -1.15 -2.42 1.53
H -3.94 0.80 0.08
H -3.35 2.54 0.23
H -4.16 1.99 -1.22



27
Properties=species:S:1:pos:R:3 method="wB97M-V/def2-TZVPD" e_tot_ev=-36695.518 charge=+1 e_homo_ev=-12.164 de_lowest_ev=1.5945 orbital_gap_ev=7.17
C -2.28 -0.11 1.49
C -1.19 0.74 1.49
C 0.07 0.14 1.49
C 0.25 -1.25 1.49
C -0.87 -2.11 1.49
C -2.14 -1.48 1.49
N 1.64 -1.38 1.49
N 2.24 -0.11 1.49
N 1.28 0.77 1.49
H -3.25 0.34 1.49
H -1.20 1.84 1.49
H -0.70 -3.18 1.49
H -3.01 -2.09 1.49
H 2.16 -2.28 1.49
C 2.46 5.85 1.49
C 2.95 5.17 0.22
S 2.43 3.50 -0.01
C 1.82 2.94 1.49
S 2.43 3.50 2.99
C 2.95 5.17 2.77
H 2.87 6.87 1.49
H 1.36 5.88 1.49
H 2.62 5.74 -0.67
H 4.05 5.04 0.17
H 0.82 2.38 1.49
H 4.05 5.04 2.81
H 2.62 5.74 3.66



34
Properties=species:S:1:pos:R:3 method="wB97M-V/def2-TZVPD" e_tot_ev=-31777.975 e_homo_ev=-9.516 de_lowest_ev=0.0000 orbital_gap_ev=7.02
O -0.47 6.53 -0.72
N 0.17 5.49 -0.71
C -0.10 4.13 -0.73
C 1.13 3.46 -0.73
N 2.17 4.34 -0.70
O 1.58 5.57 -0.69
C 1.16 1.99 -0.75
N 2.40 1.24 -0.78
O 3.50 1.81 -0.71
O 2.30 -0.01 -0.88
C -0.06 1.29 -0.76
C -1.26 2.02 -0.76
N -2.59 1.58 -0.76
O -3.09 0.46 -0.75
O -3.40 2.73 -0.76
N -2.63 3.88 -0.75
C -1.34 3.43 -0.75
H -0.11 0.20 -0.77
C 1.08 -3.86 1.65
C 0.08 -3.01 0.88
C 0.53 -2.88 -0.57
C -1.31 -3.65 0.93
N 0.06 -1.66 1.46
H 0.77 -3.98 2.70
H 1.15 -4.86 1.20
H 2.08 -3.41 1.63
H -0.17 -2.28 -1.16
H 1.52 -2.40 -0.64
H 0.60 -3.88 -1.03
H -2.03 -3.03 0.38
H -1.29 -4.65 0.48
H -1.64 -3.73 1.97
H -0.71 -1.12 1.07
H -0.08 -1.72 2.47